DFT (ωB97M-V/def2-TZVPD) results for a cluster of 2 separate species, C36H44FNO5Si in total.

Geometry (Å):
C (0.886, -0.557, -7.715)
C (1.166, 0.052, -6.365)
O (0.034, 0.837, -5.943)
C (0.343, 1.520, -4.822)
C (-0.740, 2.350, -4.406)
F (-1.876, 2.316, -5.108)
C (-0.634, 3.316, -3.365)
O (0.227, 3.379, -2.484)
O (-1.659, 4.190, -3.457)
C (-1.499, 5.242, -2.486)
C (-2.625, 6.234, -2.639)
O (1.428, 1.441, -4.249)
H (1.794, -1.052, -8.076)
H (0.097, -1.318, -7.658)
H (0.609, 0.202, -8.458)
H (1.346, -0.731, -5.611)
H (2.050, 0.702, -6.410)
H (-1.510, 4.796, -1.481)
H (-0.526, 5.728, -2.645)
H (-2.429, 7.096, -1.994)
H (-2.720, 6.603, -3.667)
H (-3.580, 5.799, -2.321)
C (0.403, -1.155, 6.867)
Si (1.603, -1.251, 5.452)
C (3.303, -0.722, 5.999)
C (1.715, -2.985, 4.762)
O (1.102, -0.152, 4.286)
C (0.612, -0.391, 2.978)
C (1.794, -0.837, 2.067)
C (3.134, -0.613, 2.407)
C (4.150, -1.111, 1.578)
C (3.814, -1.671, 0.343)
C (2.480, -1.779, -0.062)
C (1.476, -1.366, 0.820)
C (-0.623, -1.325, 3.096)
C (-0.692, -2.611, 2.553)
C (-1.853, -3.381, 2.729)
C (-2.875, -2.923, 3.558)
C (-2.767, -1.677, 4.179)
C (-1.654, -0.871, 3.925)
C (0.124, 1.009, 2.447)
C (1.278, 2.012, 2.249)
C (1.595, 2.077, 0.756)
C (0.391, 1.446, 0.033)
N (-0.493, 0.939, 1.094)
C (-1.705, 0.471, 0.823)
C (-2.129, 0.088, -0.480)
C (-1.398, -0.668, -1.367)
C (-1.875, -1.118, -2.651)
C (-1.331, -2.286, -3.249)
C (-1.739, -2.688, -4.515)
C (-2.695, -1.937, -5.209)
C (-3.267, -0.806, -4.621)
C (-2.902, -0.423, -3.334)
H (0.693, -1.890, 7.633)
H (0.433, -0.155, 7.322)
H (-0.630, -1.366, 6.564)
H (3.556, -1.320, 6.888)
H (4.076, -0.899, 5.240)
H (3.320, 0.340, 6.276)
H (2.308, -3.579, 5.475)
H (0.734, -3.469, 4.655)
H (2.226, -3.027, 3.788)
H (3.396, -0.068, 3.318)
H (5.195, -1.050, 1.902)
H (4.604, -2.018, -0.321)
H (2.204, -2.188, -1.038)
H (0.423, -1.439, 0.564)
H (0.175, -3.034, 2.045)
H (-1.929, -4.353, 2.237)
H (-3.750, -3.542, 3.740)
H (-3.530, -1.324, 4.873)
H (-1.563, 0.096, 4.427)
H (-0.606, 1.417, 3.167)
H (0.855, 2.981, 2.537)
H (2.133, 1.822, 2.903)
H (1.726, 3.111, 0.420)
H (2.503, 1.538, 0.467)
H (-0.088, 2.174, -0.636)
H (0.696, 0.619, -0.621)
H (-2.422, 0.400, 1.652)
H (-3.169, 0.321, -0.714)
H (-0.422, -1.045, -1.059)
H (-0.603, -2.871, -2.681)
H (-1.312, -3.587, -4.961)
H (-3.002, -2.244, -6.206)
H (-4.006, -0.214, -5.163)
H (-3.384, 0.426, -2.847)

Calculated values
Highest occupied orbital energy (eV): -5.352
Gap between HOMO and LUMO (eV): 3.6
Electronic energy (a.u.): -2218.487168
Charge: 0